# 1
{
  "formula": "C8H8BrI",
  "method": "ωB97M-V with the def2-TZVPD basis set",
  "homo_lumo_gap_ev": 9.18,
  "de_lowest_kcal_mol": 28.75,
  "lumo_ev": 0.20,
  "homo_energy_ev": -8.99,
  "elements": ["H", "C", "C", "C", "I", "H", "C", "C", "C", "Br", "C", "C", "H", "H", "H", "H", "H", "H"],
  "positions_angstrom": [[-0.38672, -1.23332, -1.92555], [-0.33434, -0.23844, -1.40352], [0.43997, 2.18284, -0.33565], [1.32137, 1.10840, -0.24941], [-2.40770, -2.39588, 1.24543], [2.25464, 1.08956, 0.36399], [0.58843, -2.26828, 1.37368], [0.96783, -0.09274, -0.84410], [-0.52320, -1.63129, 1.76381], [-0.47577, -0.26148, 3.07534], [-0.81775, 2.03577, -0.73764], [-1.24208, 0.77791, -1.24408], [1.49451, -1.73053, 1.80678], [-2.26184, 0.51976, -1.58103], [0.66686, 3.26328, 0.00786], [0.65831, -3.02946, 0.68099], [-1.55148, 2.89617, -1.00882], [1.60896, -0.99227, -0.98807]],
  "atomic_forces_ev_per_a": [[-1.2, 1.3, 0.5], [2.3, -1.1, 0.3], [1.9, 3.1, 2.0], [1.3, -1.3, 0.7], [0.2, 0.3, 0.0], [-0.7, 0.7, -0.9], [0.4, 4.0, 2.7], [-0.8, -0.2, -0.9], [0.3, -1.5, 0.0], [-0.1, -0.1, -0.4], [-4.1, -0.2, -2.9], [-0.7, -0.8, -0.6], [-0.8, -1.3, -0.9], [0.4, 0.9, 0.2], [0.3, -2.1, -0.4], [0.0, -1.5, -1.2], [1.5, -1.3, 1.2], [-0.1, 1.1, 0.6]],
  "mulliken_charge": [0.29, -0.46, -0.17, -0.45, 0.09, 0.28, -0.73, -0.13, 0.03, -0.07, -0.39, -0.21, 0.23, 0.36, 0.23, 0.43, 0.26, 0.40]
}


# 2
{
  "formula": "C5H6N4",
  "method": "ωB97M-V with the def2-TZVPD basis set",
  "homo_lumo_gap_ev": 7.31,
  "de_lowest_kcal_mol": 76.17,
  "lumo_ev": -0.91,
  "homo_energy_ev": -8.22,
  "elements": ["C", "N", "H", "H", "N", "H", "H", "N", "C", "C", "N", "C", "H", "C", "H"],
  "positions_angstrom": [[-1.58523, -0.52543, 1.56488], [-0.17693, -0.53577, 3.68886], [-1.88242, -1.32379, 0.95902], [3.16936, 0.09012, -1.02895], [1.31346, 0.52661, -1.73820], [-1.81402, 0.17326, -1.99082], [-2.25615, 0.21655, 1.22625], [1.52631, -0.18137, 0.33220], [0.17113, 0.16566, 0.04569], [2.15118, 0.15646, -0.83728], [-1.02174, 0.78691, -2.01942], [-0.90213, -0.57302, 2.82651], [-0.67986, 1.11442, -2.95260], [0.05405, 0.46258, -1.26310], [1.93298, -0.55319, 1.18698]],
  "atomic_forces_ev_per_a": [[3.0, 1.5, -2.2], [1.8, -0.1, 2.7], [0.2, -2.1, 0.1], [1.7, -0.1, 0.1], [0.3, 0.5, -2.2], [0.0, -0.1, -0.3], [-0.4, 1.5, 0.8], [-1.2, 0.7, -0.9], [-1.4, -2.2, 3.8], [-1.0, -0.6, 1.4], [0.0, 1.3, -1.9], [-2.1, 0.1, -3.6], [-1.0, -0.7, 1.1], [0.4, -0.1, 1.4], [-0.4, 0.4, -0.4]],
  "mulliken_charge": [-0.81, -0.40, 0.38, 0.45, -0.63, 0.22, 0.35, -0.03, -0.28, -0.24, -0.50, 0.48, 0.28, 0.51, 0.21]
}